ORCA calculation (wB97M-V/def2-TZVPD) on a cluster of 4 separate species, C32H36ClF5O3S in total.

The calculation puts the highest occupied orbital energy at -8.79 eV. As for the net charge: 0. As for the gap between HOMO and LUMO: 9.1 eV. Its LUMO energy is 0.34 eV. The molar mass comes out at 631.15 g mol⁻¹. The total energy is -2824.203761 hartree.

```
78
Properties=species:S:1:pos:R:3:forces:R:3:lowdin_charge:R:1
C 2.95601 2.80592 1.67473 -1.0551 0.9696 0.5111 0.06
C 2.12826 3.13459 0.83338 -0.3544 -0.7842 -0.4492 -0.13
C 1.00889 3.29131 -0.24960 1.2480 0.0077 0.7569 -0.20
C -0.40254 3.71974 0.38110 0.1563 0.0737 -1.3655 -0.17
C -1.55642 2.89330 -0.39949 0.4059 1.3952 0.4830 -0.13
C -2.08181 1.68870 0.48286 -0.7221 -0.0065 0.8342 -0.18
C -3.62473 1.83480 0.95159 1.0136 -0.6756 0.3965 -0.25
C -4.01038 3.27043 1.48238 -1.8666 -0.6601 1.4537 -0.29
C -5.06182 3.06365 2.68427 0.7354 1.4395 0.1303 -0.06
F -2.91148 3.96668 2.10380 -0.9391 -1.0644 -1.3735 -0.05
C -4.54691 1.24180 -0.19225 1.3786 1.3276 -0.1479 -0.62
Cl -6.30552 1.64506 -0.07955 1.1386 -0.6056 -0.0976 0.68
S -4.28095 -0.61331 -0.09548 -3.5602 -2.6609 0.6969 0.70
O -4.60774 -1.30546 -1.34144 1.7990 1.6992 0.9845 -0.28
O -5.18081 -1.09370 0.97005 2.5416 1.5218 -0.8625 -0.33
O -2.73327 -0.79814 0.43651 -1.8171 1.4181 -0.6865 -0.20
C -1.83464 0.23222 -0.09292 2.3117 -0.2402 -1.7025 -0.40
C -1.82567 0.08080 -1.67035 0.6717 -0.1163 -0.4191 -0.03
C -0.35966 -0.20803 0.40682 -1.4259 -0.0127 1.7418 -0.25
C -0.50363 -0.78079 1.89561 0.3545 -0.0355 -0.9030 -0.02
F 0.19620 -1.18852 -0.45282 -0.3955 1.2741 1.0147 -0.02
H 3.49821 2.74172 2.65501 -0.5977 -0.0729 -1.8669 0.06
H 1.33381 4.05781 -1.02794 -0.3603 -0.9239 1.1100 0.12
H 0.93997 2.30865 -0.82368 0.0791 1.1561 0.9079 0.10
H -0.51817 4.82590 0.13251 0.0045 -1.4210 0.5609 0.12
H -0.45913 3.59579 1.49731 0.1320 0.0271 -1.2453 0.11
H -2.36102 3.67194 -0.62119 0.6770 -1.3591 0.2954 0.12
H -1.10158 2.62572 -1.39259 -0.7352 -0.0908 0.9828 0.10
H -1.50090 1.74059 1.46459 -0.7892 -0.0659 -1.2673 0.14
H -3.71830 1.12149 1.83824 0.0228 0.9681 -1.0808 0.14
H -4.52321 3.91101 0.69809 1.1523 -0.5151 0.8216 0.15
H -6.12635 3.00750 2.32696 1.2172 -0.2960 0.3687 0.06
H -4.75042 2.21538 3.36130 -0.5333 0.7548 -0.9563 0.09
H -4.97327 4.00973 3.31767 -0.2243 -1.1564 -0.8306 0.09
H -4.17713 1.67090 -1.17595 -0.6297 -0.8723 1.0501 0.11
H -0.81091 0.43103 -2.04806 -1.3939 -0.2486 0.3600 0.10
H -1.89133 -1.01527 -1.96668 0.0210 1.4049 0.6184 0.11
H -2.64558 0.62337 -2.22040 0.8748 -0.4427 0.6811 0.09
H 0.27853 0.72854 0.50356 -0.4969 -1.3001 -0.8052 0.14
H 0.49624 -0.68340 2.40556 -1.0995 -0.3388 -0.4530 0.09
H -0.86308 -1.85699 1.84428 0.5311 1.3975 0.1873 0.10
H -1.26062 -0.15802 2.45107 0.8107 -0.7221 -0.5002 0.08
F 5.71960 3.72050 0.00505 -0.0479 0.1005 -0.0307 0.05
C 6.59751 2.71746 0.16086 0.4164 -0.5439 0.0709 -0.29
C 6.17045 1.40834 0.00575 -0.2456 -0.0152 -0.0699 -0.02
C 7.08147 0.37067 0.16235 0.1808 0.2798 0.0756 -0.08
C 8.40554 0.65162 0.48258 0.0582 -0.1236 0.0209 -0.10
C 8.82129 1.96851 0.64081 -0.2125 -0.1204 -0.0587 -0.08
C 7.91438 3.00818 0.47381 0.0312 0.2247 0.0307 -0.02
H 5.13347 1.20730 -0.23543 0.0278 0.0749 0.0119 0.11
H 6.75991 -0.65620 0.03560 -0.0343 0.1101 0.0087 0.09
H 9.11449 -0.15941 0.60860 -0.0488 0.0711 -0.0321 0.10
H 9.85256 2.18595 0.89433 -0.0846 0.0141 -0.0364 0.10
H 8.22345 4.04053 0.58462 -0.0555 -0.0289 -0.0018 0.12
F 9.59317 -1.85989 -2.11653 0.0769 0.0477 0.0608 0.06
C 8.58316 -2.49900 -2.72961 -0.4608 -0.2847 -0.2907 -0.29
C 8.67434 -2.77238 -4.08322 0.1889 0.0600 -0.1144 -0.02
C 7.63101 -3.43825 -4.71544 -0.1085 0.0236 0.2831 -0.08
C 6.50505 -3.81303 -3.98904 -0.0483 -0.0375 -0.0739 -0.10
C 6.42362 -3.52802 -2.63067 0.1549 0.0241 -0.1932 -0.08
C 7.47104 -2.87204 -1.99578 -0.0061 0.0571 0.2119 -0.02
H 9.55533 -2.46554 -4.63386 -0.0177 -0.0060 0.0637 0.12
H 7.69492 -3.66440 -5.77354 0.0227 0.0433 0.0790 0.10
H 5.68974 -4.32867 -4.48439 0.0656 0.0433 0.0482 0.10
H 5.54428 -3.81665 -2.06622 0.0878 0.0221 -0.0155 0.11
H 7.42857 -2.64994 -0.93665 0.0520 -0.0130 -0.0475 0.10
F -7.86082 -5.84976 -0.88311 0.0092 -0.1044 -0.1010 0.06
C -8.09292 -4.97748 0.11359 -0.0981 0.4764 0.5139 -0.29
C -7.23668 -3.90411 0.28992 0.1617 -0.0209 -0.1679 0.00
C -7.47940 -3.00011 1.31661 -0.2852 -0.0870 0.1915 -0.07
C -8.57007 -3.18668 2.16150 -0.0245 -0.0363 -0.0159 -0.09
C -9.42007 -4.27183 1.97696 0.1912 0.1263 -0.0757 -0.09
C -9.18392 -5.17028 0.94338 -0.1299 -0.2138 -0.0618 -0.03
H -6.38816 -3.77979 -0.37275 -0.0412 0.0192 0.0082 0.12
H -6.81988 -2.15242 1.45843 -0.1704 -0.2673 -0.0690 0.07
H -8.75657 -2.48297 2.96561 0.0136 -0.0568 -0.0611 0.10
H -10.26682 -4.41824 2.63820 0.0427 -0.0195 -0.0793 0.10
H -9.84016 -6.01644 0.77889 0.0574 0.0136 -0.0172 0.11
```
Positions in Å, forces in eV/Å.